(1)
63
Properties=species:S:1:pos:R:3 method="wB97M-V/def2-TZVPD" charge=+1 homo_lumo_gap_ha="0.1844 / 0.1662" de_lowest_kcal_mol=0.0 lumo_energy_ev="-5.646 / -6.129" spin_multiplicity=2 s_squared=0.85
Ir 0.49 0.52 -0.24
O 0.05 -0.35 1.79
C 0.53 -1.40 2.33
C 0.79 -1.41 3.73
C 1.27 -2.51 4.37
C 1.52 -3.70 3.65
C 1.29 -3.74 2.30
C 0.82 -2.62 1.59
C 0.68 -2.73 0.19
N 0.40 -1.78 -0.66
N 0.35 -2.04 -1.94
C 0.15 -1.05 -2.80
O 0.11 0.16 -2.45
C -0.02 -1.42 -4.21
C -0.50 -0.48 -5.12
C -0.66 -0.81 -6.45
C -0.33 -2.09 -6.88
C 0.16 -3.03 -5.98
C 0.30 -2.71 -4.65
H 0.57 -0.49 4.26
H 1.46 -2.48 5.43
H 1.89 -4.56 4.17
H 1.50 -4.64 1.75
H 0.85 -3.72 -0.24
H -0.75 0.51 -4.77
H -1.04 -0.09 -7.15
H -0.46 -2.36 -7.92
H 0.41 -4.02 -6.33
H 0.68 -3.43 -3.94
F 5.11 -1.26 4.47
C 4.56 -0.51 3.52
C 4.01 -1.10 2.38
F 4.07 -2.43 2.22
C 3.40 -0.31 1.42
F 2.87 -0.89 0.32
C 3.27 1.07 1.56
S 2.37 2.02 0.42
C 3.88 1.66 2.69
F 3.82 2.97 2.85
C 4.51 0.88 3.65
F 5.04 1.45 4.73
C -2.55 2.43 -2.44
C -2.17 3.16 -1.16
As -1.54 1.91 0.24
C -1.37 3.02 1.88
C -2.33 4.19 1.98
C -3.07 0.69 0.56
C -4.41 1.35 0.84
H -2.87 3.15 -3.19
H -3.36 1.73 -2.27
H -1.69 1.88 -2.82
H -3.02 3.73 -0.77
H -1.35 3.86 -1.35
H -0.34 3.39 1.91
H -1.49 2.33 2.72
H -2.16 4.90 1.17
H -2.18 4.71 2.92
H -3.37 3.86 1.94
H -2.77 0.04 1.39
H -3.13 0.06 -0.34
H -4.42 1.81 1.82
H -5.20 0.61 0.81
H -4.64 2.11 0.09

---

(2)
94
Properties=species:S:1:pos:R:3 method="wB97M-V/def2-TZVPD" charge=+2 homo_lumo_gap_ha=0.2661 de_lowest_kcal_mol=11.9 lumo_energy_ev=-6.033 spin_multiplicity=1
Ti 0.17 -0.14 0.11
O -0.10 0.73 1.58
C -0.22 0.37 2.97
C 1.18 -0.16 3.31
C 1.58 -1.42 2.59
C 2.14 -2.45 3.32
C 2.46 -3.65 2.70
C 2.19 -3.80 1.35
C 1.64 -2.74 0.65
C 1.27 -2.91 -0.80
C -0.26 -2.82 -1.00
O -0.66 -1.57 -0.36
C -0.91 -3.99 -0.28
C -0.80 -5.25 -0.87
C -1.32 -6.37 -0.23
C -1.96 -6.23 0.99
C -2.08 -4.97 1.57
C -1.55 -3.85 0.94
C -0.67 -2.73 -2.46
C -1.99 -2.39 -2.76
C -2.41 -2.33 -4.07
C -1.52 -2.62 -5.11
C -0.21 -2.96 -4.81
C 0.22 -3.00 -3.49
N 1.38 -1.55 1.25
C -0.57 1.61 3.77
C -0.66 1.53 5.16
C -0.98 2.65 5.90
C -1.21 3.87 5.27
C -1.13 3.95 3.90
C -0.81 2.83 3.14
C -1.34 -0.66 3.13
C -1.25 -1.69 4.05
C -2.34 -2.53 4.26
C -3.51 -2.35 3.55
C -3.60 -1.32 2.62
C -2.52 -0.47 2.42
H 1.88 0.65 3.07
H 1.26 -0.33 4.38
H 2.31 -2.31 4.38
H 2.90 -4.46 3.27
H 2.37 -4.73 0.84
H 1.78 -2.16 -1.40
H 1.61 -3.88 -1.13
H -0.32 -5.37 -1.83
H -1.24 -7.34 -0.69
H -2.38 -7.09 1.49
H -2.58 -4.86 2.52
H -1.64 -2.88 1.40
H -2.69 -2.19 -1.95
H -3.44 -2.07 -4.30
H -1.86 -2.59 -6.13
H 0.48 -3.20 -5.61
H 1.24 -3.29 -3.28
H -0.52 0.58 5.66
H -1.06 2.57 6.98
H -1.46 4.74 5.86
H -1.33 4.89 3.40
H -0.80 2.90 2.06
H -0.35 -1.85 4.62
H -2.26 -3.33 4.99
H -4.36 -2.99 3.73
H -4.52 -1.16 2.07
H -2.62 0.35 1.72
C 0.54 5.41 -4.03
C 0.39 3.94 -3.90
C 0.74 3.02 -4.85
C 0.48 1.66 -4.60
N -0.02 1.24 -3.44
C -0.36 2.13 -2.52
S -1.12 1.74 -1.02
N -0.16 3.46 -2.76
C 0.74 0.62 -5.63
H 1.16 5.66 -4.89
H 0.99 5.84 -3.13
H -0.44 5.88 -4.17
H 1.18 3.34 -5.78
H -0.48 4.10 -2.05
H 1.50 0.93 -6.34
H -0.19 0.46 -6.19
H 0.99 -0.33 -5.16
N 2.17 2.45 0.94
C 2.68 1.72 -0.07
C 4.00 1.97 -0.53
C 4.47 1.33 -1.64
C 3.62 0.45 -2.34
C 2.39 0.21 -1.82
N 1.92 0.78 -0.67
H 2.78 3.07 1.45
H 1.27 2.25 1.33
H 4.61 2.68 0.01
H 5.47 1.52 -1.98
H 3.93 -0.04 -3.25
H 1.69 -0.42 -2.35

---

(3)
163
Properties=species:S:1:pos:R:3 method="wB97M-V/def2-TZVPD" charge=+1 homo_lumo_gap_ha=0.3004 lumo_energy_ev=-2.937 spin_multiplicity=1
C 0.99 -5.71 1.32
C 1.46 -4.28 0.78
C 0.55 -3.05 1.21
C 0.29 -1.79 0.28
C -0.81 -0.99 1.18
C -1.90 -1.74 2.00
C -1.52 -2.04 3.54
N -2.37 -2.97 4.29
O -0.52 -1.58 4.12
C -0.53 -2.18 -1.07
O -1.97 -1.81 -0.99
C -0.85 -3.71 -1.37
Br -2.19 -4.77 -0.29
C -0.40 -4.50 -2.45
C 0.54 -3.95 -3.58
Br -0.94 -6.41 -2.73
O -0.19 -1.35 -2.18
C 0.06 0.04 -1.85
C 1.17 0.35 -0.74
C 2.36 1.13 -1.47
C 1.92 2.54 -2.17
C 2.80 2.73 -3.52
N 4.25 2.65 -3.54
O 2.22 2.91 -4.62
B 0.69 1.66 0.16
O 1.62 2.45 0.98
O -0.65 2.21 0.15
N 1.53 -0.93 0.01
C 2.27 -0.53 1.29
C 3.25 -1.49 2.08
C 3.81 -0.59 3.33
N 5.07 -1.19 3.84
C 2.63 -1.63 -0.72
C 2.79 -1.99 -2.21
O 2.38 -1.55 -3.28
Cl 4.11 -3.26 -2.60
H 1.38 -5.92 2.37
H -0.13 -5.87 1.35
H 1.47 -6.51 0.64
H 1.64 -4.33 -0.35
H 2.51 -4.11 1.23
H -0.40 -3.66 1.43
H 0.78 -2.62 2.25
H -0.32 -0.34 2.00
H -1.37 -0.17 0.59
H -2.83 -1.06 2.08
H -2.30 -2.73 1.60
H -2.76 -2.51 5.12
H -3.10 -3.31 3.65
H -2.30 -1.97 -1.91
H 0.33 -2.91 -3.96
H 1.62 -4.14 -3.26
H 0.41 -4.62 -4.51
H 0.32 0.51 -2.87
H -0.98 0.48 -1.62
H 3.21 1.47 -0.75
H 2.91 0.62 -2.30
H 0.86 2.54 -2.57
H 2.20 3.45 -1.55
H 4.50 2.52 -4.54
H 4.50 1.75 -3.11
H 1.60 3.34 0.56
H -0.67 3.02 -0.41
H 1.65 -0.10 2.13
H 3.02 0.32 1.06
H 2.85 -2.42 2.55
H 4.21 -1.78 1.52
H 2.99 -0.51 4.13
H 4.03 0.49 2.98
H 5.88 -0.83 3.33
H 5.01 -2.21 3.76
H 3.60 -1.01 -0.55
H 2.99 -2.61 -0.22
C 6.93 -0.10 -4.51
O 6.39 1.22 -4.50
H 6.12 -0.81 -4.67
H 7.65 -0.19 -5.32
H 7.41 -0.31 -3.56
H 7.13 1.83 -4.36
C 1.26 1.99 5.44
O 1.34 0.60 5.69
H 2.16 2.47 5.83
H 1.19 2.18 4.36
H 0.38 2.41 5.95
H 0.54 0.20 5.33
C 4.76 3.96 1.15
O 4.07 4.01 -0.10
H 4.44 3.08 1.69
H 5.84 3.91 0.97
H 4.52 4.85 1.73
H 4.37 4.80 -0.56
C 9.02 -1.64 -0.89
O 8.28 -2.12 -2.01
H 10.02 -1.35 -1.23
H 8.52 -0.78 -0.46
H 9.12 -2.44 -0.15
H 7.41 -2.37 -1.68
C -2.54 3.10 -2.97
O -1.51 3.62 -2.15
H -3.49 3.16 -2.43
H -2.61 3.69 -3.89
H -2.33 2.05 -3.21
H -0.68 3.56 -2.64
C 0.81 -10.23 -2.24
O 1.39 -9.01 -1.82
H 1.60 -10.90 -2.60
H 0.29 -10.70 -1.41
H 0.11 -10.04 -3.06
H 0.68 -8.44 -1.51
C -4.23 6.53 -3.65
O -4.52 5.95 -4.91
H -4.17 5.73 -2.90
H -3.28 7.06 -3.69
H -5.03 7.22 -3.37
H -4.57 6.67 -5.55
C -6.02 -2.90 4.19
O -5.46 -2.75 2.89
H -5.24 -3.22 4.87
H -6.42 -1.94 4.53
H -6.81 -3.65 4.16
H -6.17 -2.46 2.30
C -1.71 5.24 1.97
O -0.43 4.65 2.20
H -1.68 6.28 2.30
H -1.95 5.20 0.91
H -2.47 4.70 2.55
H -0.47 3.74 1.90
C -7.58 4.36 -2.61
O -7.47 4.62 -4.00
H -8.60 4.02 -2.39
H -6.87 3.57 -2.32
H -7.38 5.27 -2.04
H -6.56 4.92 -4.16
C -1.03 8.46 5.20
O -1.57 7.20 4.83
H -1.66 8.91 5.97
H -0.02 8.33 5.60
H -1.00 9.12 4.33
H -0.99 6.83 4.15
C -7.94 6.32 1.24
O -8.67 5.85 0.12
H -6.95 6.63 0.91
H -8.46 7.18 1.68
H -7.84 5.53 1.98
H -9.54 5.58 0.43
C -1.32 5.53 8.42
O -1.61 4.97 7.15
H -1.26 4.73 9.16
H -0.36 6.05 8.38
H -2.11 6.23 8.71
H -1.65 5.70 6.52
C -1.79 -12.22 -3.67
O -0.70 -12.71 -2.92
H -1.71 -11.14 -3.77
H -1.79 -12.67 -4.67
H -2.73 -12.47 -3.16
H -0.80 -13.67 -2.85
C -2.65 -2.33 -5.70
O -2.81 -2.02 -4.32
H -3.58 -2.76 -6.06
H -2.43 -1.42 -6.26
H -1.84 -3.05 -5.82
H -1.97 -1.63 -4.01